13
Properties=species:S:1:pos:R:3 method="wB97M-V/def2-TZVPD" multiplicity=3 total_charge=+1 gap_ev="7.22 / 6.25" mol_weight_g_mol=200.00 lumo_energy_ev="-3.60 / -8.65" homo_ev="-10.8 / -14.9" total_energy_ev=-14849.9933
C -0.98183 0.44057 -0.46196
C -0.27812 -0.85971 -1.02383
C 1.02508 -0.67838 0.95453
N -0.17442 1.00048 0.60627
O 0.18643 -1.40065 0.19978
I 2.85107 -0.04689 0.17622
H -1.04978 1.24098 -1.34587
H -1.99996 0.26324 0.04432
H -0.95684 -1.47267 -1.50736
H 0.46500 -0.60882 -1.69653
H 1.20675 -0.85405 2.05734
H 0.37776 1.84366 0.51900
H -0.67114 1.13224 1.47808